1.
{
  "formula": "H62O31",
  "method": "ωB97M-V/def2-TZVPD",
  "total_charge": 0,
  "orbital_gap_ev": 8.91,
  "lumo_energy_ev": -0.9,
  "species": ["O", "H", "O", "H", "O", "O", "H", "O", "O", "O", "H", "O", "H", "H", "H", "H", "O", "H", "H", "H", "H", "H", "H", "O", "H", "H", "H", "H", "H", "H", "H", "O", "O", "H", "H", "O", "H", "H", "H", "H", "H", "O", "H", "O", "H", "H", "O", "H", "H", "O", "H", "H", "H", "H", "H", "H", "H", "H", "O", "O", "H", "H", "H", "H", "O", "H", "H", "H", "H", "H", "O", "O", "H", "H", "O", "O", "H", "O", "H", "H", "O", "H", "H", "O", "H", "H", "O", "O", "O", "O", "H", "H", "H"],
  "coordinates": [[-4.141, 0.186, -0.028], [2.910, 1.834, 4.393], [2.084, 4.224, -2.102], [1.309, 4.069, 1.253], [0.448, 4.893, -0.018], [-0.921, -2.070, -1.857], [-2.389, 0.650, -3.206], [3.118, -3.105, -3.623], [-2.503, 2.121, 1.443], [-0.126, 2.966, -3.391], [-3.730, -2.727, -3.629], [1.295, -2.517, 3.973], [0.337, -0.307, 0.600], [-2.055, 2.790, 3.042], [-1.817, -1.790, -2.096], [2.039, -1.971, -0.573], [-2.256, -4.252, -0.279], [1.111, 0.301, 5.121], [-2.808, -2.825, 0.960], [2.188, -2.855, 4.122], [3.849, 1.859, 3.186], [0.832, -2.062, -1.519], [0.064, -2.736, -4.912], [3.865, 2.182, 1.356], [-0.471, -0.244, -5.729], [-4.988, 0.143, -0.487], [-0.911, 1.274, -3.236], [1.411, 1.147, -0.758], [-0.702, -2.621, -2.643], [2.784, -2.807, -2.744], [2.196, 3.375, -1.615], [1.801, -2.072, -1.519], [-1.702, 3.028, 3.931], [-2.813, 0.697, 2.861], [-4.108, -0.584, 0.581], [0.098, -3.588, -4.428], [5.032, 0.847, 1.799], [-4.035, -1.785, -2.426], [1.025, -3.683, -4.130], [1.504, -2.149, 2.288], [-0.636, -2.335, 3.296], [-0.768, -0.999, -5.206], [1.578, 0.122, 6.574], [2.112, 1.732, -1.127], [2.320, 1.324, -2.001], [-1.015, -0.561, -4.357], [5.626, 0.127, 2.069], [-2.347, -3.903, -1.187], [3.395, 1.847, 0.564], [-3.353, -2.204, 1.486], [-0.638, 1.812, -0.591], [1.447, 4.351, 2.728], [0.509, -5.691, 1.017], [-0.128, 4.161, -0.309], [-0.196, -0.541, -0.847], [-0.553, -4.643, 0.503], [-3.119, -0.751, 2.511], [-2.355, 3.589, 4.366], [-1.519, -2.595, 3.581], [-1.009, 2.707, -0.750], [1.084, 5.019, -0.748], [2.192, -0.388, -3.581], [-2.070, 2.581, 0.698], [-2.786, -5.051, -0.213], [2.758, 0.340, -3.907], [1.187, -3.223, 1.235], [3.630, -0.086, -3.928], [-3.315, 1.732, 1.062], [1.134, 2.295, 3.188], [-2.153, -2.222, 2.972], [0.152, 0.151, -0.243], [1.654, 3.650, 2.089], [-0.940, 2.867, -1.717], [0.720, 3.410, -3.146], [1.096, -0.328, 5.869], [0.988, 1.874, 4.059], [-4.287, 1.373, -2.510], [-1.443, 0.461, -3.115], [5.371, 0.021, 2.997], [2.926, 4.479, -2.492], [-3.268, -0.097, 3.191], [-4.961, 0.385, -3.527], [3.329, 2.947, 1.619], [-4.112, 0.706, -3.191], [-0.353, 3.202, -4.302], [-4.038, -2.755, 1.903], [0.185, -4.789, 1.125], [3.837, 1.676, 4.138], [-3.557, -2.586, -2.683], [1.556, -2.317, 1.323], [0.139, 2.253, 4.360], [1.099, -1.949, 4.752], [4.068, -3.013, -3.556]]
}


2.
{
  "formula": "C29H48GdNP3S2",
  "method": "ωB97M-V/def2-TZVPD",
  "total_charge": 3,
  "spin_multiplicity": 8,
  "orbital_gap_ev": [5.67, 3.40],
  "lumo_energy_ev": [-9.3, -11.6],
  "species": ["P", "C", "H", "H", "S", "C", "H", "C", "H", "C", "H", "H", "C", "C", "H", "H", "H", "C", "Gd", "H", "C", "C", "C", "H", "H", "H", "H", "C", "H", "H", "C", "C", "H", "H", "H", "P", "C", "C", "C", "H", "H", "H", "C", "H", "H", "C", "C", "H", "C", "C", "H", "H", "C", "H", "C", "H", "H", "H", "H", "H", "H", "H", "C", "C", "H", "C", "C", "H", "P", "H", "H", "H", "H", "C", "H", "H", "H", "C", "H", "H", "H", "S", "H", "N"],
  "coordinates": [[1.572, 1.435, -1.525], [2.272, -3.215, -7.792], [1.891, 3.608, -0.469], [-0.617, 3.631, 0.859], [1.317, -0.637, -4.863], [2.077, -2.818, 5.717], [-3.871, 1.175, 1.339], [0.774, 4.084, 5.607], [-0.669, 3.759, -0.911], [0.992, -1.435, -8.827], [-1.585, -3.898, 0.047], [-2.656, 2.089, 2.256], [0.153, -1.400, 5.323], [-0.806, 2.538, 4.630], [-3.883, -2.137, 2.833], [0.980, 4.968, 6.221], [3.682, 0.293, -1.353], [1.476, -1.353, -6.445], [-0.171, -0.333, -0.243], [-0.841, -1.045, 5.588], [-3.990, -1.654, -0.016], [2.697, -2.301, 4.572], [2.185, -2.558, -6.568], [-1.380, 4.246, 5.808], [2.474, -0.998, 2.843], [-3.246, -0.474, 2.821], [2.616, -0.575, -2.486], [1.659, -2.668, -8.927], [-1.826, 2.189, 4.459], [0.313, -2.757, 6.980], [-3.186, 2.029, 1.296], [2.034, -1.360, 3.773], [2.863, 3.654, 5.237], [-4.411, -0.640, 0.066], [-2.506, 2.038, -2.437], [-1.982, 1.857, -0.077], [-2.134, -3.588, 0.944], [0.903, -0.759, -7.594], [0.737, -2.719, -0.929], [-3.726, 1.067, -1.576], [2.636, -2.985, -5.671], [-3.805, -1.892, -1.073], [-1.269, 3.546, -0.020], [2.387, 1.600, 3.894], [1.581, 2.596, -3.651], [2.954, 0.420, -2.165], [0.256, 1.787, 4.109], [-3.773, 2.948, 1.159], [-3.104, 1.969, -1.520], [0.786, -0.892, 4.172], [0.557, -1.000, -9.732], [0.605, -3.356, -0.038], [2.544, 2.866, -0.947], [0.107, 2.997, -2.717], [1.576, 2.197, 4.305], [2.595, -3.562, 6.324], [-1.544, -3.837, 1.836], [3.430, 0.932, -3.010], [1.730, -3.173, -9.898], [-1.250, -2.826, -1.881], [1.783, -2.389, -1.088], [0.246, 1.422, -3.557], [0.795, 2.190, -3.001], [-0.548, 3.684, 5.383], [-2.210, -1.822, 3.331], [0.806, -2.369, 6.090], [-0.205, -2.498, -1.903], [-3.096, -4.117, 0.986], [-2.408, -1.777, 0.907], [-3.747, 2.855, -1.434], [0.112, -2.162, -2.893], [0.395, 0.203, -7.494], [-4.697, -2.381, 0.406], [1.828, 3.351, 5.061], [3.701, -2.620, 4.299], [1.429, 0.883, 1.869], [0.129, -1.174, -4.383], [-2.998, -1.523, 2.627], [-2.074, 4.291, 0.061], [2.829, -4.146, -7.853], [3.046, 3.311, -1.820], [-0.161, 0.283, 3.220], [3.290, 2.503, -0.229], [0.571, 0.329, 1.755]]
}


3.
{
  "formula": "C8H15N2O2",
  "method": "ωB97M-V/def2-TZVPD",
  "total_charge": 1,
  "orbital_gap_ev": [7.73, 7.72],
  "lumo_energy_ev": [-4.9, -4.9],
  "species": ["C", "N", "H", "H", "H", "H", "H", "C", "H", "H", "H", "H", "O", "C", "O", "C", "H", "C", "N", "C", "H", "H", "H", "C", "H", "C", "H"],
  "coordinates": [[0.623, -2.870, -0.248], [2.293, 0.431, 0.035], [1.234, -2.544, 0.605], [4.642, -1.352, 0.887], [2.387, 2.493, 0.590], [-0.161, -3.577, -0.074], [-4.818, 1.425, 0.696], [0.146, -0.694, 0.032], [-2.539, 2.132, 0.780], [-0.196, 2.573, -0.051], [1.567, -3.356, -0.758], [-1.942, 0.931, -1.415], [0.064, -1.642, -0.795], [1.716, 1.577, 0.267], [3.608, 0.367, 0.391], [-1.836, 0.470, -0.432], [5.259, -0.311, -0.239], [4.308, -0.744, 0.010], [-0.344, 0.509, -0.173], [-2.755, 1.071, 0.636], [-4.135, 1.611, -0.922], [-2.689, 0.654, 1.658], [3.620, -1.226, -0.695], [-4.072, 0.951, 0.066], [-4.318, -0.067, -0.193], [0.326, 1.682, -0.029], [-1.988, -0.494, -0.628]]
}


4.
{
  "formula": "C33H36BiClF3I2N3O2PS",
  "method": "ωB97M-V/def2-TZVPD",
  "total_charge": 1,
  "orbital_gap_ev": 6.81,
  "lumo_energy_ev": -3.8,
  "species": ["H", "C", "S", "H", "H", "H", "C", "C", "C", "H", "C", "P", "I", "C", "C", "C", "H", "H", "C", "C", "H", "C", "H", "H", "C", "O", "C", "F", "H", "I", "C", "N", "H", "C", "F", "H", "H", "C", "C", "C", "H", "C", "H", "H", "H", "H", "H", "C", "H", "C", "H", "H", "O", "C", "H", "H", "H", "H", "H", "H", "N", "H", "N", "C", "C", "C", "C", "H", "H", "C", "C", "C", "F", "H", "C", "C", "H", "C", "H", "H", "Cl", "C", "Bi"],
  "coordinates": [[-1.211, 1.546, 3.580], [-1.652, 3.922, -3.869], [0.796, 0.801, -3.171], [-2.634, 1.653, -3.887], [3.078, -0.521, -1.020], [2.276, 3.607, 2.430], [3.383, -3.509, 1.654], [2.341, -3.750, -3.430], [-3.057, -0.720, -4.905], [1.480, 2.355, 1.467], [1.462, -1.509, 1.857], [0.372, -0.026, 2.007], [2.954, 3.680, -1.564], [2.757, 2.088, 4.607], [0.962, -0.004, 4.727], [2.405, -0.333, -0.184], [1.570, -5.768, -0.843], [-4.191, -2.144, 2.286], [-1.578, 2.059, -0.376], [2.268, 2.543, 2.196], [0.443, -3.674, -0.143], [1.455, -2.587, 2.740], [-0.910, 4.380, -5.850], [-2.021, -2.387, 0.291], [2.432, -1.440, 0.834], [-0.323, 1.975, -0.206], [2.403, -3.591, 2.634], [-2.590, 4.189, -0.615], [-5.074, -0.256, 3.596], [1.274, 5.664, -1.005], [1.173, 0.662, 3.516], [-1.816, 1.067, -3.798], [-2.614, 4.771, -5.600], [2.056, 1.740, 3.450], [-1.507, 3.849, 1.239], [-1.378, 4.885, -3.444], [1.486, -0.156, 6.795], [1.651, 0.370, 5.863], [1.616, -4.890, -1.471], [-0.679, 1.666, -3.510], [3.124, 1.702, 6.678], [-2.192, -1.396, 2.190], [3.234, 2.302, 1.745], [3.467, 2.905, 4.560], [4.145, -4.275, 1.584], [1.728, -1.695, -3.529], [-0.694, -2.738, 1.415], [0.994, -3.719, -1.074], [4.155, -2.397, -0.006], [-4.030, -0.278, 3.311], [-2.282, -3.469, 1.653], [-3.266, -1.788, -4.881], [-2.294, 1.298, -1.023], [2.568, 1.412, 5.796], [0.234, -0.802, 4.783], [-2.515, -0.632, -2.817], [2.382, -4.424, 3.324], [-3.574, 1.616, 4.220], [-2.637, -0.475, -5.880], [-2.116, 3.090, -5.829], [-0.590, 2.988, -3.508], [2.650, 0.635, 0.250], [1.036, -2.603, -1.802], [2.302, -4.912, -2.673], [-1.834, 4.043, -5.381], [1.699, -2.615, -2.959], [-2.088, -0.363, -3.787], [-4.003, -0.189, -4.786], [0.336, 3.360, -3.357], [-3.529, -1.338, 2.580], [-1.861, 0.724, 3.306], [3.390, -2.450, 0.761], [-3.408, 2.880, 0.909], [2.798, -5.808, -3.019], [-1.761, -2.564, 1.340], [-3.192, 0.766, 3.671], [-1.145, -0.888, -3.920], [-1.334, -0.359, 2.587], [0.695, -2.642, 3.508], [-2.580, 3.613, -3.383], [3.164, -3.701, -4.937], [-2.274, 3.262, 0.317], [0.239, -0.285, -0.818]]
}


Maximum force, record by record: 1.0 2.3 4.6 1.0 eV Å⁻¹
ΔE to the lowest compared entry with this formula, charge and spin, record by record: 17.54 0.00 133.26 15.74 kcal/mol